Entry 1:
The following is a quantum chemistry calculation of a 2-piece molecular cluster, CH4IN3 overall in a non-equilibrium geometry, from the Open Molecules 2025 dataset.

Structure (ORCA input):
```
! RIJCOSX wB97M-V def2-TZVPD def2/J DEFGRID3
* xyz 0 1
C 1.2640 -1.6953 0.2217
N -1.2903 -0.5268 0.1744
N -0.9476 0.5892 0.3155
N -1.3542 1.7746 0.1804
I 1.9561 0.2783 -0.0584
H 1.8493 -2.2852 0.9556
H 1.2558 -2.0410 -0.7213
H -2.3141 2.0897 -0.0865
H -0.5338 2.4265 -0.0306
*
```

The calculation puts the highest occupied orbital energy (spin up / spin down) at -8.4 / -7.7 eV. Its energy above the lowest of the compared OMol25 structures with the same formula, charge and spin is 65.7 kcal per mole. The gap between HOMO and LUMO (spin up / spin down) is 8.6 / 7.4 eV.

Entry 2:
The following is a quantum chemistry calculation of C24H26LiN2O2S3 as an isolated structure, from the Open Molecules 2025 dataset.

Structure (ORCA input):
```
! RIJCOSX wB97M-V def2-TZVPD def2/J DEFGRID3
* xyz -1 1
Li 0.3996 0.1162 0.1077
C 3.9002 1.8382 -1.4336
C 2.8411 1.7119 -0.3647
O 2.2928 0.6460 -0.1315
N 2.5531 2.8540 0.3038
C 1.4879 2.9524 1.2912
C 0.1424 3.2922 0.6910
C -0.6204 4.3513 1.1597
C -1.8717 4.5644 0.6009
C -2.3106 3.7124 -0.3966
C -1.4807 2.6718 -0.7957
N -0.2763 2.4720 -0.2717
H 4.2535 0.8445 -1.6922
H 4.7354 2.4569 -1.1045
H 3.4572 2.2943 -2.3205
H 2.9615 3.7058 -0.0409
H 1.7747 3.6935 2.0377
H 1.3858 1.9830 1.7869
H -0.2481 4.9795 1.9591
H -2.4972 5.3770 0.9501
H -3.2874 3.8271 -0.8464
H -1.8059 1.9325 -1.5175
C -4.0386 -0.8178 0.6614
C -2.5428 -0.5671 0.7908
S -1.6580 -0.7125 -0.7373
C -1.9902 -0.3130 1.9997
C -2.8227 -0.2729 3.2608
S -0.2593 -0.0511 2.3097
H -4.2882 -0.9724 -0.3859
H -4.6331 0.0237 1.0323
H -4.3578 -1.7082 1.2142
H -3.8909 -0.3932 3.0800
H -2.6637 0.6752 3.7832
H -2.5004 -1.0612 3.9499
O 2.0782 -3.5921 -1.3616
S 1.4174 -2.8916 -0.2167
C 0.1447 -3.9848 0.4147
C 0.1625 -5.3211 0.0548
C -0.8198 -6.1629 0.5547
C -1.7974 -5.6564 1.4035
C -1.8025 -4.3112 1.7449
C -0.8325 -3.4542 1.2420
C 2.5472 -3.1484 1.1829
C 3.7266 -3.8247 0.9217
C 4.6402 -4.0245 1.9501
C 4.3739 -3.5380 3.2213
C 3.1919 -2.8465 3.4642
C 2.2714 -2.6454 2.4477
H 0.9323 -5.6765 -0.6192
H -0.8271 -7.2107 0.2804
H -2.5665 -6.3148 1.7899
H -2.5762 -3.9132 2.3900
H -0.8464 -2.3956 1.4723
H 3.9033 -4.1883 -0.0822
H 5.5612 -4.5606 1.7548
H 5.0878 -3.6924 4.0216
H 2.9810 -2.4542 4.4514
H 1.3681 -2.0689 2.6283
*
```

The calculation puts the highest occupied orbital energy at -2.5 eV. Its energy above the lowest of the compared OMol25 structures with the same formula, charge and spin is 0.0 kcal per mole. The gap between HOMO and LUMO is 4.7 eV.

Please write out number 2 again, unchanged.
The following is a quantum chemistry calculation of C24H26LiN2O2S3 as an isolated structure, from the Open Molecules 2025 dataset.

Structure (ORCA input):
```
! RIJCOSX wB97M-V def2-TZVPD def2/J DEFGRID3
* xyz -1 1
Li 0.3996 0.1162 0.1077
C 3.9002 1.8382 -1.4336
C 2.8411 1.7119 -0.3647
O 2.2928 0.6460 -0.1315
N 2.5531 2.8540 0.3038
C 1.4879 2.9524 1.2912
C 0.1424 3.2922 0.6910
C -0.6204 4.3513 1.1597
C -1.8717 4.5644 0.6009
C -2.3106 3.7124 -0.3966
C -1.4807 2.6718 -0.7957
N -0.2763 2.4720 -0.2717
H 4.2535 0.8445 -1.6922
H 4.7354 2.4569 -1.1045
H 3.4572 2.2943 -2.3205
H 2.9615 3.7058 -0.0409
H 1.7747 3.6935 2.0377
H 1.3858 1.9830 1.7869
H -0.2481 4.9795 1.9591
H -2.4972 5.3770 0.9501
H -3.2874 3.8271 -0.8464
H -1.8059 1.9325 -1.5175
C -4.0386 -0.8178 0.6614
C -2.5428 -0.5671 0.7908
S -1.6580 -0.7125 -0.7373
C -1.9902 -0.3130 1.9997
C -2.8227 -0.2729 3.2608
S -0.2593 -0.0511 2.3097
H -4.2882 -0.9724 -0.3859
H -4.6331 0.0237 1.0323
H -4.3578 -1.7082 1.2142
H -3.8909 -0.3932 3.0800
H -2.6637 0.6752 3.7832
H -2.5004 -1.0612 3.9499
O 2.0782 -3.5921 -1.3616
S 1.4174 -2.8916 -0.2167
C 0.1447 -3.9848 0.4147
C 0.1625 -5.3211 0.0548
C -0.8198 -6.1629 0.5547
C -1.7974 -5.6564 1.4035
C -1.8025 -4.3112 1.7449
C -0.8325 -3.4542 1.2420
C 2.5472 -3.1484 1.1829
C 3.7266 -3.8247 0.9217
C 4.6402 -4.0245 1.9501
C 4.3739 -3.5380 3.2213
C 3.1919 -2.8465 3.4642
C 2.2714 -2.6454 2.4477
H 0.9323 -5.6765 -0.6192
H -0.8271 -7.2107 0.2804
H -2.5665 -6.3148 1.7899
H -2.5762 -3.9132 2.3900
H -0.8464 -2.3956 1.4723
H 3.9033 -4.1883 -0.0822
H 5.5612 -4.5606 1.7548
H 5.0878 -3.6924 4.0216
H 2.9810 -2.4542 4.4514
H 1.3681 -2.0689 2.6283
*
```

The calculation puts the highest occupied orbital energy at -2.5 eV. Its energy above the lowest of the compared OMol25 structures with the same formula, charge and spin is 0.0 kcal per mole. The gap between HOMO and LUMO is 4.7 eV.